{
  "formula": "H22O11",
  "method": "ωB97M-V with the def2-TZVPD basis set",
  "max_force_ev_per_a": 0.87,
  "lumo_ha": 0.000,
  "smiles": "O.O.O.O.O.O.O.O.O.O.O",
  "e_homo_ev": -10.4922,
  "total_energy_ha": -840.8505,
  "e_above_lowest_kcal_mol": 18.62,
  "symbols": ["O", "H", "H", "O", "H", "H", "O", "H", "H", "O", "H", "H", "O", "H", "H", "O", "H", "H", "O", "H", "H", "O", "H", "H", "O", "H", "H", "O", "H", "H", "O", "H", "H"],
  "coordinates": [[-6.3424, 3.8846, -21.3307], [-6.9498, 3.6606, -20.5753], [-6.6817, 4.7042, -21.7037], [-7.2216, 0.3103, -19.4167], [-6.7934, -0.5345, -19.5978], [-6.5661, 0.9869, -19.6488], [-6.7352, 1.4742, -22.7364], [-6.6106, 2.2206, -22.1117], [-5.9296, 0.9530, -22.6744], [-5.5173, -1.8502, -16.5852], [-4.7453, -1.4564, -16.1656], [-5.8205, -1.1893, -17.2184], [-4.6071, 1.6619, -20.1969], [-4.6160, 1.9536, -19.2655], [-4.2832, 2.4266, -20.6885], [-5.4470, 3.2122, -18.0235], [-5.3880, 3.1094, -17.0672], [-6.3748, 3.4439, -18.1951], [-7.9641, 3.0952, -19.2749], [-8.1815, 2.1649, -19.0969], [-8.8193, 3.5407, -19.2931], [-9.6182, 1.3697, -17.6868], [-8.8237, 0.8376, -17.5413], [-10.3003, 0.9499, -17.1531], [-6.4843, -2.1920, -21.6415], [-6.3437, -2.8771, -22.3017], [-5.7012, -1.6170, -21.7061], [-4.0840, -0.6167, -21.7346], [-4.2875, 0.0166, -21.0175], [-3.6367, -0.0993, -22.4114], [-9.1831, -2.8700, -20.4922], [-9.6209, -2.9843, -21.3406], [-8.3123, -2.5083, -20.7163]],
  "atomic_forces_ev_per_a": [[-0.38, -0.01, 0.74], [0.52, 0.19, -0.67], [0.03, -0.09, -0.07], [0.22, 0.29, 0.49], [-0.20, 0.01, -0.21], [0.09, -0.33, -0.27], [0.05, 0.28, 0.28], [0.03, -0.32, -0.61], [-0.08, -0.08, 0.08], [0.01, 0.14, -0.03], [-0.04, -0.04, -0.04], [0.00, -0.06, 0.06], [0.17, -0.15, 0.35], [-0.10, 0.20, -0.27], [-0.27, 0.07, 0.02], [0.03, -0.05, 0.36], [0.04, 0.05, -0.07], [0.04, -0.13, -0.17], [-0.14, 0.08, 0.15], [-0.13, 0.08, -0.18], [0.02, -0.10, 0.12], [0.18, -0.01, 0.20], [-0.17, -0.12, -0.12], [0.01, 0.00, -0.10], [0.04, 0.10, 0.11], [0.01, -0.01, 0.08], [-0.04, -0.12, -0.17], [-0.26, 0.06, 0.22], [0.29, 0.07, -0.27], [0.01, -0.05, 0.03], [0.10, 0.01, 0.02], [0.01, 0.06, 0.03], [-0.07, -0.05, -0.10]]
}